[1]
92
Properties=species:S:1:pos:R:3:forces:R:3:lowdin_charge:R:1 method="wB97M-V/def2-TZVPD" lumo_energy_ev=0.0 homo_lumo_gap_ev=9.351 max_force_ev_per_a=3.404 e_tot_ev=-206071.2395 homo_energy_ev=-9.359 smiles="C[C@@H](O)CO[C@@H](Cl)O[C@H](CCC(F)(F)C(F)(F)C(F)(F)C(F)(F)C(F)(F)C(F)(F)C(F)(F)C(F)(F)F)[C@@H](N)P(O)Br.COP(=O)(OC)OC.COP(=O)(OC)OC"
C -4.464 1.933 -0.222 -0.5266 0.2960 0.1190 -0.050
C -5.580 2.262 -1.322 0.0958 0.9359 0.5857 -0.330
O -6.208 3.528 -0.906 1.0587 -0.2931 -0.4713 -0.105
C -5.017 2.514 -2.798 -1.5550 0.6944 0.3456 -0.159
O -5.374 1.372 -3.615 2.6760 -0.6441 -0.0740 -0.163
C -4.228 0.512 -3.840 -1.9447 1.3545 -0.0035 -0.667
Cl -4.859 -1.194 -3.449 0.6848 0.9711 -0.3966 0.616
O -3.875 0.676 -5.206 1.0410 -0.4550 1.8400 -0.087
C -2.461 0.552 -5.461 1.7749 -1.2512 0.0712 -0.302
C -1.763 -0.689 -4.676 -0.8685 -0.0057 -0.6904 -0.145
C -0.320 -0.907 -5.322 -0.5108 0.7312 0.3020 -0.064
C 0.176 -2.420 -5.355 -0.6031 -0.2635 -2.0737 -0.277
F 0.301 -2.752 -6.748 -0.0607 0.3125 2.4519 0.041
F -0.776 -3.349 -4.855 2.0600 1.7285 -0.4637 0.063
C 1.644 -2.646 -4.752 1.0900 0.6567 -1.6673 -0.220
F 2.423 -1.566 -5.270 -1.5372 -1.9221 1.1181 0.078
F 2.280 -3.804 -5.268 -1.7236 2.2480 1.6960 0.103
C 1.739 -2.524 -3.169 2.4927 1.0116 0.4946 -0.189
F 1.264 -1.263 -2.718 0.4069 -2.8869 -1.0865 0.095
F 3.132 -2.490 -2.874 -2.8003 -0.2108 -0.7202 0.093
C 1.125 -3.738 -2.333 0.5676 -1.6966 1.4424 -0.208
F 0.826 -4.885 -3.076 0.5830 2.3755 0.7889 0.118
F 2.124 -4.137 -1.400 -2.1449 0.8093 -1.7857 0.094
C -0.161 -3.386 -1.457 -0.2959 1.2401 1.3095 -0.210
F -1.138 -2.631 -2.116 1.9879 -1.3493 0.8845 0.103
F 0.311 -2.594 -0.367 -0.9637 -1.4761 -2.0382 0.084
C -0.917 -4.669 -0.843 -0.4942 -0.8900 -0.6584 -0.214
F -1.794 -5.142 -1.858 1.7009 0.8876 2.2275 0.098
F -0.060 -5.711 -0.486 -1.4291 2.0500 -0.9130 0.119
C -1.746 -4.294 0.497 0.2596 -0.5473 0.3072 -0.213
F -0.796 -4.387 1.546 -2.2295 0.7606 -1.8909 0.095
F -2.367 -3.045 0.422 1.5119 -2.3793 0.1246 0.103
C -2.910 -5.357 0.821 -1.7587 -0.3179 1.2048 -0.342
F -3.432 -5.018 2.091 1.2672 -0.7977 -2.6093 0.102
F -3.998 -5.240 -0.066 2.8529 -0.5210 1.7830 0.115
F -2.437 -6.666 0.887 -1.1086 2.9771 -0.4572 0.135
C -1.634 1.934 -5.338 1.1118 -1.2100 -1.8422 -0.535
N -2.369 2.967 -6.130 -0.0494 -0.3815 1.3783 -0.001
P -1.204 2.454 -3.574 -0.4179 0.5702 1.1670 0.600
O -0.130 1.350 -2.837 -1.2825 0.5969 -1.0272 -0.381
Br 0.033 4.363 -3.873 -0.3672 -1.2674 -0.1405 0.250
H -4.518 0.864 0.166 0.3292 1.2654 -0.8064 0.072
H -4.677 2.601 0.689 0.3353 -0.9903 -1.3864 0.097
H -3.451 2.227 -0.643 -1.0066 -0.6498 0.7133 0.073
H -6.443 1.507 -1.334 1.4658 1.0713 -0.1765 0.162
H -5.496 4.207 -0.966 -0.8037 -0.6088 0.1853 0.097
H -3.925 2.822 -2.850 -1.1533 -0.7392 0.1702 0.077
H -5.616 3.402 -3.218 0.7766 -1.3878 0.5912 0.146
H -3.422 0.768 -3.088 -0.7154 -0.5241 -1.0816 0.097
H -2.372 0.254 -6.570 -0.3712 0.6009 1.5543 0.164
H -1.716 -0.526 -3.554 0.1015 -0.1786 -1.4476 0.086
H -2.485 -1.565 -4.839 1.3302 1.0788 0.1447 0.110
H 0.410 -0.196 -4.799 -0.8690 -1.3990 -0.6241 0.118
H -0.377 -0.521 -6.403 0.2626 -1.0326 1.4624 0.139
H -0.635 1.767 -5.890 -1.3947 0.0136 0.7376 0.122
H -3.139 3.293 -5.516 0.3320 -0.1884 -0.8978 0.071
H -2.787 2.460 -6.931 0.1542 0.6169 0.7290 0.087
H -0.641 0.998 -2.070 0.6780 0.4785 -0.6043 0.048
C -2.004 -0.609 1.970 -0.3261 -0.0833 -0.3880 -0.097
O -1.475 -0.104 3.189 0.6707 0.5116 0.7923 -0.210
P -0.220 0.879 3.073 -0.1351 0.5957 -0.2307 0.388
O -0.372 1.976 2.094 0.4124 -0.9965 0.5088 -0.231
O 1.014 -0.105 2.781 -0.2921 0.6924 -0.3312 -0.220
C 1.113 -1.314 3.523 0.0225 -0.4579 0.2131 -0.096
O 0.013 1.340 4.583 -0.7293 -0.8315 -0.5965 -0.214
C 0.958 2.384 4.803 0.4012 0.5042 0.2471 -0.095
H -2.379 -1.615 2.145 0.0739 0.1916 0.2105 0.079
H -2.827 0.029 1.643 0.1254 -0.0195 -0.0336 0.078
H -1.241 -0.650 1.189 -0.0299 0.0046 0.0020 0.081
H 0.713 -2.134 2.921 0.0034 0.0151 0.0753 0.080
H 0.568 -1.263 4.468 0.0391 0.0295 -0.0749 0.092
H 2.164 -1.513 3.734 -0.0442 0.1152 -0.0976 0.087
H 1.588 2.555 3.929 -0.0756 0.0234 -0.0023 0.089
H 1.594 2.107 5.646 -0.1443 -0.0316 -0.0414 0.084
H 0.423 3.302 5.049 0.0501 -0.0796 -0.0931 0.096
C 6.886 4.848 6.778 0.0635 0.5054 0.3258 -0.100
O 6.539 3.789 5.894 -0.3852 -1.0214 -0.4613 -0.222
P 5.647 2.608 6.497 -0.4849 0.3004 0.2916 0.384
O 4.452 3.045 7.248 0.9961 -0.5712 -0.3218 -0.230
O 6.687 1.737 7.354 -0.7871 0.3440 0.0862 -0.218
C 7.967 1.461 6.797 0.4954 -0.0892 -0.1558 -0.102
O 5.351 1.696 5.220 0.6327 0.8894 0.1605 -0.213
C 4.409 0.643 5.383 -0.4016 -0.4403 -0.0376 -0.096
H 7.876 5.217 6.505 -0.0849 -0.1246 -0.0988 0.091
H 6.161 5.657 6.673 0.0364 -0.0990 0.0832 0.094
H 6.911 4.513 7.817 -0.0440 0.0352 -0.0324 0.090
H 8.692 2.168 7.205 -0.0209 -0.0363 -0.0721 0.090
H 7.966 1.535 5.707 -0.0317 -0.0053 0.0865 0.088
H 8.262 0.450 7.079 -0.1364 0.0751 0.0540 0.091
H 4.203 0.438 6.435 -0.0170 0.0523 -0.0341 0.092
H 4.810 -0.261 4.922 0.0724 0.1515 0.0028 0.092
H 3.480 0.916 4.879 0.0715 -0.0171 0.0686 0.069

---

[2]
21
Properties=species:S:1:pos:R:3:forces:R:3:lowdin_charge:R:1 method="wB97M-V/def2-TZVPD" lumo_energy_ev=0.8 homo_lumo_gap_ev=11.484 max_force_ev_per_a=4.007 e_above_lowest_kcal_mol=92.6 e_tot_ev=-7482.2789 homo_energy_ev=-10.658 smiles=CC(C)(C)C.C#C
C -1.027 -0.019 -0.087 -1.1243 1.5031 0.6860 -0.723
C -0.975 -0.404 1.382 0.3382 -2.5905 3.0384 -0.113
C -1.989 -0.986 -0.805 -1.1026 2.2744 -0.7511 -0.063
C 0.377 -0.036 -0.522 1.9115 -1.8420 0.4468 -0.125
C -1.600 1.427 -0.104 -2.0417 -1.3017 -0.0885 -0.071
C 3.854 0.110 -0.074 -0.7744 0.4987 -0.5340 -0.005
C 5.043 -0.078 -0.042 -0.5023 0.0799 0.3028 -0.011
H -1.955 0.061 1.943 2.7136 -1.4941 -0.9585 0.119
H -0.998 -1.628 1.362 -0.2887 2.8446 0.5683 0.114
H 0.130 -0.240 2.013 -3.4436 0.1725 -1.8698 0.146
H -2.282 -0.522 -1.818 0.5773 -1.0515 1.2480 0.109
H -1.628 -1.992 -0.873 0.3517 -0.4847 -0.2434 0.065
H -2.923 -0.991 -0.210 0.3416 -0.1575 -0.3199 0.083
H 0.687 0.266 -1.494 -0.3306 0.0409 -1.1654 0.082
H 0.777 -1.062 -0.289 -0.1803 0.6028 -0.6939 0.109
H 0.967 0.556 0.152 0.0409 0.7211 0.4523 0.040
H -0.925 2.151 0.259 0.7506 0.6341 1.3245 0.063
H -1.792 1.829 -1.074 -0.2740 -0.2074 -1.1957 0.061
H -2.620 1.411 0.418 1.5517 0.3557 -0.4583 0.103
H 2.786 0.376 -0.225 1.6767 -0.5564 0.3308 0.004
H 6.092 -0.229 0.087 -0.1912 -0.0418 -0.1195 0.013

---

[3]
13
Properties=species:S:1:pos:R:3:forces:R:3:lowdin_charge:R:1 method="wB97M-V/def2-TZVPD" lumo_energy_ev=0.6 homo_lumo_gap_ev=7.482 max_force_ev_per_a=0.941 e_above_lowest_kcal_mol=57.5 e_tot_ev=-9271.0084 homo_energy_ev=-6.879
N 1.982 0.816 -0.253 0.0228 0.1024 -0.1487 0.090
C 0.678 0.347 -0.027 -0.0351 -0.1834 -0.0686 -0.309
C 0.292 -1.004 -0.310 0.2709 0.1536 -0.1078 -0.428
O 1.018 -1.950 -0.595 -0.0842 0.1117 0.0204 0.017
C -1.196 -0.990 0.023 0.0175 -0.1181 0.0852 -0.085
C -1.592 0.419 -0.021 0.2020 0.0027 0.2455 -0.110
N -0.450 1.112 -0.007 0.0022 -0.0575 -0.0515 0.087
H 2.516 -0.033 -0.436 0.1563 0.2163 -0.1238 0.083
H 2.400 1.281 0.542 -0.0428 -0.0638 0.1077 0.077
H -0.833 -1.193 1.080 -0.9364 -0.0138 -0.0917 0.172
H -1.867 -1.756 -0.361 0.2116 0.0817 0.1771 0.127
H -2.563 0.884 0.061 0.2215 -0.0420 0.0454 0.106
H -0.415 2.124 0.057 -0.0062 -0.1896 -0.0892 0.173

---

[4]
28
Properties=species:S:1:pos:R:3:forces:R:3:lowdin_charge:R:1 method="wB97M-V/def2-TZVPD" charge=+2 lumo_energy_ev="-10.0 / -11.5" homo_lumo_gap_ev="6.703 / 5.180" max_force_ev_per_a=10.278 e_above_lowest_kcal_mol=42.2 e_tot_ev=-61007.7771 homo_energy_ev="-16.725 / -16.697" spin_multiplicity=4
Cl -1.680 2.592 -2.488 0.1571 -0.6468 1.8377 0.379
C -0.894 -1.785 -1.417 1.0121 0.4489 -1.0184 0.016
C 0.535 -1.965 -1.244 -0.2553 0.4745 -1.1661 -0.008
C 1.209 -0.917 -2.006 -0.7533 -1.7228 -0.5266 -0.050
H 1.033 -2.715 -0.628 -0.2287 0.2825 -0.0576 0.161
C 0.200 -0.146 -2.711 0.0350 -0.8612 -1.4295 -0.295
C -1.094 -0.635 -2.290 0.7307 -1.1312 -0.1652 -0.041
H -2.009 -0.159 -2.602 -0.2820 -0.1698 -0.0101 0.135
H -1.678 -2.372 -0.943 0.1775 0.1833 0.0044 0.163
H 2.270 -0.757 -2.116 0.1218 -0.1928 -0.0235 0.160
C 0.465 0.851 -3.784 -0.2601 1.0613 0.4333 -0.026
Mn 0.005 -0.024 -0.650 -3.6314 -0.7783 2.4009 0.591
C 1.447 0.982 -0.357 7.4713 4.3961 5.5225 0.017
O 2.243 1.394 0.393 -3.5246 -1.6160 -4.2438 0.287
C -1.320 1.400 -0.585 -4.1362 3.4971 0.5732 -0.364
O -2.079 1.849 0.193 2.4587 -1.6831 -1.6744 0.109
H 1.421 1.370 -3.666 0.0948 -0.3586 -0.0024 0.112
H -0.311 1.656 -3.766 0.6774 -1.0241 -0.3274 -0.022
H 0.452 0.355 -4.761 -0.0150 -0.1939 0.1367 0.134
C 0.420 -0.525 4.798 -0.0372 0.0422 -0.3300 -0.041
C -0.385 0.367 3.809 -0.1080 -0.0384 0.2939 -0.148
C -0.309 0.004 2.414 -0.0258 -1.2484 -1.2352 -0.032
N -0.286 -0.357 1.305 0.3177 0.8664 1.0022 0.178
H 0.152 -1.577 4.729 -0.0147 0.0244 -0.1729 0.092
H 0.176 -0.202 5.798 -0.1831 0.1911 0.2250 0.091
H 1.491 -0.400 4.688 0.0900 -0.0392 -0.2182 0.088
H -1.467 0.312 4.061 0.5335 0.3877 -0.1270 0.161
H -0.007 1.405 3.824 -0.4222 -0.1506 0.2986 0.152

---

[5]
83
Properties=species:S:1:pos:R:3:forces:R:3:lowdin_charge:R:1 method="wB97M-V/def2-TZVPD" charge=-2 lumo_energy_ev=3.8 homo_lumo_gap_ev=5.558 max_force_ev_per_a=2.903 e_above_lowest_kcal_mol=7.1 e_tot_ev=-108048.5699 homo_energy_ev=-1.756
Sr 11.726 11.591 12.548 -0.2447 0.1424 -0.3243 0.970
S 10.903 10.753 15.065 -0.5938 -0.7585 0.0654 0.429
C 11.633 11.648 16.308 0.1894 0.6007 2.2353 -0.856
C 11.253 11.206 17.698 1.1226 0.5762 -2.6142 -0.306
N 11.078 10.713 18.716 -0.4364 -0.2870 1.0571 0.112
C 12.551 12.681 16.183 -1.0588 -0.8404 1.3093 -0.848
S 13.036 13.293 14.672 0.6337 0.5506 -0.3833 0.493
C 13.066 13.183 17.456 -0.9663 -0.7331 -2.5197 -0.303
N 13.404 13.455 18.508 0.7563 0.7833 1.7062 0.146
F 7.976 9.218 8.623 -0.6997 0.1079 -0.8303 0.039
C 9.115 8.939 9.276 -0.0538 0.2830 0.3166 -0.317
C 9.790 9.992 9.863 -0.3870 -1.4376 0.5613 -0.080
C 10.793 9.716 10.790 0.7078 1.3693 -0.1893 -0.157
C 11.305 8.420 10.821 1.1300 -1.4651 -0.1296 -0.166
C 10.621 7.416 10.145 -0.3496 -0.4590 -0.6400 -0.225
F 11.059 6.114 10.129 0.2212 -0.0583 0.3038 0.010
C 9.458 7.616 9.398 0.9146 0.6285 0.6014 0.035
C 12.743 8.176 11.372 -1.8899 0.1699 -1.1018 -0.212
C 13.627 7.225 10.865 0.3218 0.7707 0.9686 -0.014
C 14.937 7.222 11.329 -0.1554 -1.8808 0.3064 -0.077
C 15.317 8.076 12.337 -0.2431 0.0257 -0.4990 -0.064
C 14.379 9.013 12.708 0.7345 0.5128 0.3444 -0.143
N 13.163 9.083 12.230 -0.7299 0.7875 0.3854 0.077
H 9.383 10.954 9.655 -0.1510 0.8800 0.1799 0.086
H 8.877 6.856 8.919 0.0072 -0.4393 -0.0292 0.110
H 13.270 6.480 10.227 -0.3023 -0.8645 -1.0291 0.082
H 15.576 6.355 11.088 -0.1625 0.7290 -0.2687 0.110
H 16.279 8.021 12.793 0.5445 0.1482 0.2144 0.089
H 14.643 9.812 13.367 0.1333 0.2032 0.5728 0.036
C 16.807 13.366 14.282 1.1572 -0.2040 0.2004 -0.281
P 16.103 11.650 14.366 0.1915 0.2143 -0.1507 1.012
C 16.016 11.319 16.180 -0.3092 0.1235 -0.1799 -0.369
C 17.006 11.698 17.084 -0.1797 -0.2551 0.5198 -0.114
C 16.815 11.461 18.429 -0.3845 -0.1230 0.4414 -0.093
C 15.637 10.880 18.919 2.1793 -0.0234 0.3611 -0.097
C 14.706 10.451 18.047 -0.7762 -0.3023 -1.4446 -0.095
C 14.860 10.704 16.686 0.5594 0.3709 -0.7618 -0.092
C 17.575 10.663 13.771 -0.1402 -0.1774 0.8646 -0.365
C 17.870 10.731 12.424 0.0186 0.3104 -0.4164 -0.126
C 18.870 9.951 11.882 1.0615 -0.4599 -0.0472 -0.102
C 19.581 9.032 12.648 -0.7405 0.4126 1.0535 -0.108
C 19.235 8.869 13.991 0.1314 1.4938 -0.9606 -0.090
C 18.291 9.736 14.536 -0.5838 -0.6187 -0.7347 -0.089
H 17.018 13.712 13.277 -0.0714 -0.4220 -0.5190 0.022
H 17.764 13.504 14.821 -0.4453 -0.2291 0.0333 0.037
H 16.095 14.074 14.645 -0.7233 0.2851 0.5640 0.009
H 17.933 12.146 16.791 0.3414 0.1973 -0.4302 0.091
H 17.588 11.659 19.154 0.2488 0.3295 -0.0198 0.089
H 15.644 10.631 19.963 -0.5025 0.0622 0.3738 0.097
H 13.850 9.891 18.330 -0.7535 -0.1533 0.4928 0.093
H 14.060 10.481 15.988 0.0169 -0.2611 0.0703 0.088
H 17.306 11.426 11.816 0.0089 0.0361 -0.2652 0.097
H 19.251 10.056 10.883 -0.4487 0.2992 -0.5784 0.091
H 20.434 8.509 12.275 0.2687 -0.3596 -0.5128 0.083
H 19.844 8.247 14.598 0.0942 -0.7056 0.6115 0.084
H 17.952 9.561 15.517 -0.0376 0.0688 1.3571 0.079
F 7.680 17.166 6.850 -0.2953 -0.2837 0.2320 0.065
C 8.230 16.501 7.901 -0.4360 0.7774 -0.5251 -0.150
C 7.509 15.655 8.719 1.9949 -0.8580 0.9469 -0.166
F 6.246 15.338 8.521 -1.0289 0.0595 -0.4789 0.114
C 8.207 14.994 9.760 -0.2000 1.6542 -1.5479 -0.271
F 7.495 14.146 10.462 -0.3721 -0.7787 0.7043 0.093
C 9.544 15.268 10.054 -0.2484 -1.1402 0.8132 -0.627
S 10.356 14.519 11.382 0.2879 -0.2630 0.4077 0.539
C 10.166 16.193 9.245 1.0180 0.6231 -0.1447 -0.268
F 11.442 16.585 9.468 -0.2807 -0.2866 0.0941 0.054
C 9.543 16.803 8.201 -0.1615 0.3589 -0.2383 -0.170
F 10.174 17.774 7.510 -0.0745 -0.1825 -0.1696 0.088
C 14.149 14.111 11.643 -0.3133 -0.6531 0.3641 -0.112
C 13.749 13.322 10.408 0.2654 -0.1455 -0.5438 -0.257
O 13.396 11.954 10.777 1.0710 0.3730 -0.4210 -0.347
C 13.558 11.089 9.640 -0.6273 -0.2201 0.6148 -0.271
C 14.955 10.738 9.257 0.3779 0.1857 -0.6247 -0.059
H 14.955 14.798 11.405 -0.0350 0.2373 0.0211 0.074
H 14.499 13.429 12.446 -0.0769 0.3272 -0.5010 0.009
H 13.273 14.641 12.021 0.1873 0.1882 0.1101 0.030
H 14.614 13.270 9.703 -0.6913 0.0613 0.3996 0.108
H 12.875 13.794 9.891 0.6179 -0.4221 0.3602 0.106
H 13.090 11.638 8.864 -0.6254 0.2271 -1.2315 0.110
H 13.020 10.159 9.800 -0.3849 0.3458 0.2227 0.088
H 15.594 11.614 9.377 0.3204 -0.2434 -0.3084 0.065
H 14.912 10.393 8.204 0.2742 0.3865 0.3885 0.093
H 15.342 9.908 9.817 0.2626 -0.2829 0.5628 0.054